No. 1
Formula: C6H9Cl
Source: the Open Molecules 2025 dataset
Level of theory: the ωB97M-V functional and the def2-TZVPD basis

Geometry as ORCA input:
```
! wB97M-V def2-TZVPD RIJCOSX def2/J DEFGRID3
* xyz 0 1
C 0.043 -0.175 3.151
C -0.117 0.254 1.882
C 0.713 -2.242 -3.052
C 0.267 -0.532 -0.650
C -0.087 -0.624 0.642
C -0.450 1.650 1.704
Cl -0.704 -2.363 1.063
H 0.072 0.576 4.006
H 0.316 -1.150 3.534
H 0.411 -3.043 -2.419
H 1.579 -1.716 -2.995
H 0.685 0.271 -1.208
H 0.179 -2.064 -4.073
H 0.561 2.172 1.782
H -0.834 1.797 0.746
H -1.101 1.970 2.468
*
```

Properties
* HOMO energy (alpha / beta): -0.3306 / -0.3415 Ha
* electronic energy: -693.96756 a.u.
* largest force on an atom: 4.3 eV/A
* frontier orbital gap (alpha / beta): 8.05 / 9.36 eV

No. 2
Formula: C4H11N3O
Source: the Open Molecules 2025 dataset
Level of theory: the ωB97M-V functional and the def2-TZVPD basis

Geometry as ORCA input:
```
! wB97M-V def2-TZVPD RIJCOSX def2/J DEFGRID3
* xyz 0 1
C -0.583 0.764 1.418
C -0.442 -0.137 0.444
N 0.796 -0.507 -0.124
C 2.009 -0.310 0.641
N -1.492 -0.862 -0.128
N -2.821 -0.476 0.140
H 0.258 1.231 1.903
H -1.551 1.052 1.780
H 0.732 -1.448 -0.502
H 1.982 -0.841 1.598
H 2.151 0.751 0.837
H 2.857 -0.668 0.057
H -1.379 -0.979 -1.132
H -2.972 0.512 -0.078
H -3.008 -0.615 1.129
C 0.857 0.593 -1.929
O -0.249 0.430 -2.408
H 1.731 0.002 -2.268
H 1.125 1.508 -1.378
*
```

Properties
* HOMO energy: -0.3067 Ha
* electronic energy: -398.42740 a.u.
* largest force on an atom: 0.7 eV/A
* frontier orbital gap: 9.15 eV